[1]
{
  "formula": "C38H46FeOP2Si",
  "method": "ωB97M-V with the def2-TZVPD basis set",
  "e_homo_ev": [-4.7, -4.8],
  "homo_lumo_gap_ev": [5.13, 5.20],
  "s_squared": 6.19,
  "spin_multiplicity": 5,
  "charge": 0,
  "de_lowest_kj_mol": 13.9,
  "elements": ["Fe", "C", "C", "C", "C", "C", "C", "C", "C", "C", "H", "H", "H", "H", "H", "H", "H", "H", "H", "H", "H", "H", "H", "H", "H", "P", "P", "C", "C", "C", "C", "C", "C", "C", "C", "C", "C", "C", "C", "C", "C", "C", "C", "C", "C", "C", "C", "C", "C", "C", "C", "C", "C", "H", "H", "H", "H", "H", "H", "H", "H", "H", "H", "H", "H", "H", "H", "H", "H", "H", "H", "H", "H", "H", "H", "C", "Si", "C", "C", "O", "H", "H", "H", "H", "H", "H", "H", "H", "H"],
  "xyz": [[-0.9564, 1.1963, 0.4518], [-2.0471, 0.9232, -2.9399], [-1.9843, -0.4760, -2.5435], [-1.0425, -1.3545, -3.4509], [0.3200, -0.7716, -3.8627], [0.9686, 0.1494, -2.8609], [0.7388, 1.4718, -2.7586], [-0.0224, 2.2267, -3.7892], [-1.4018, 1.5709, -4.0843], [2.6770, 0.1908, 2.3594], [-3.0241, 1.3882, -2.7118], [-3.0311, -0.8390, -2.7603], [-1.6351, -1.4692, -4.3697], [-0.8994, -2.3451, -2.9893], [0.9866, -1.6411, -4.0008], [0.2302, -0.3056, -4.8577], [1.7333, -0.3590, -2.2623], [1.2113, 2.0737, -1.9917], [0.5402, 2.3030, -4.7372], [-0.1813, 3.2532, -3.4368], [-2.0828, 2.3963, -4.3397], [-1.3479, 0.9052, -4.9573], [1.8191, 0.8010, 2.6541], [3.6198, 0.7193, 2.5262], [2.6731, -0.7360, 2.9505], [-1.9303, -0.8489, -0.7006], [2.5372, -0.2046, 0.6252], [-0.1192, -0.5188, -0.3461], [0.9622, -1.0847, 0.3852], [-2.6911, -2.3519, 0.0731], [-3.0305, -3.4819, -0.6991], [-3.7064, -4.5656, -0.1224], [-4.0039, -4.5868, 1.2411], [-3.5980, -3.5063, 2.0340], [-2.9491, -2.4047, 1.4654], [-3.0677, 0.6178, -0.3922], [-2.5388, 1.9543, -0.6062], [-3.3301, 3.1199, -0.4888], [-4.7047, 2.9780, -0.5579], [-5.2606, 1.6918, -0.5524], [-4.4772, 0.5280, -0.3957], [4.0048, -1.1833, 0.2537], [3.9108, -2.5582, 0.5257], [5.0733, -3.3238, 0.6038], [6.3182, -2.7384, 0.3164], [6.3942, -1.3921, -0.0422], [5.2487, -0.6008, -0.0339], [2.7601, 1.3908, -0.2010], [2.2918, 2.5826, 0.3842], [2.6152, 3.8177, -0.1718], [3.3643, 3.8956, -1.3509], [3.8044, 2.7213, -1.9673], [3.5104, 1.4775, -1.3948], [0.1775, 0.4661, -0.8703], [0.7886, -1.9770, 1.0087], [-2.7484, -3.5072, -1.7530], [-3.9981, -5.4163, -0.7336], [-4.5435, -5.4229, 1.6909], [-3.7860, -3.5205, 3.1084], [-2.6301, -1.5669, 2.0917], [-1.5027, 2.0859, -1.0403], [-2.8371, 4.0844, -0.4062], [-5.3486, 3.8569, -0.6276], [-6.3448, 1.5824, -0.6433], [-4.9550, -0.4537, -0.3003], [2.9265, -2.9922, 0.7126], [5.0080, -4.3677, 0.9120], [7.2288, -3.3343, 0.3937], [7.3482, -0.9332, -0.2965], [5.3223, 0.4670, -0.2335], [1.6934, 2.5371, 1.2928], [2.2976, 4.7329, 0.3269], [3.6211, 4.8676, -1.7837], [4.3859, 2.7643, -2.8949], [3.8783, 0.5707, -1.8927], [-2.4901, 0.7155, 4.6859], [-0.8047, 0.4357, 3.8879], [0.5729, 1.2111, 4.9848], [-0.5000, -1.4393, 4.1120], [-0.7492, 0.9613, 2.3792], [-2.4403, 0.5118, 5.7696], [-3.2503, 0.0357, 4.2715], [-2.8537, 1.7456, 4.5651], [0.5166, 0.8297, 6.0139], [1.5766, 0.9598, 4.6158], [0.4745, 2.3058, 5.0204], [-1.2632, -2.0508, 3.6163], [0.4869, -1.7149, 3.7170], [-0.5077, -1.7264, 5.1764]]
}



[2]
{
  "formula": "C38H46ILiO2Se",
  "method": "ωB97M-V with the def2-TZVPD basis set",
  "e_homo_ev": -1.4,
  "homo_lumo_gap_ev": 5.63,
  "charge": -2,
  "elements": ["Li", "C", "C", "C", "C", "C", "C", "C", "Se", "C", "C", "C", "C", "C", "C", "O", "C", "C", "C", "C", "C", "C", "C", "C", "C", "O", "C", "C", "C", "C", "C", "C", "H", "H", "H", "H", "H", "H", "H", "H", "H", "H", "H", "H", "H", "H", "H", "H", "H", "H", "H", "H", "H", "H", "H", "H", "H", "H", "H", "H", "H", "H", "H", "H", "H", "H", "H", "H", "H", "H", "H", "H", "I", "C", "C", "C", "C", "C", "C", "C", "C", "C", "C", "H", "H", "H", "H", "H", "H"],
  "xyz": [[15.6292, 10.6590, 8.1853], [15.2010, 18.9434, 8.0816], [14.3562, 17.7761, 8.6270], [14.4472, 17.9390, 10.1517], [12.9004, 17.9486, 8.2671], [14.8256, 16.3410, 8.2788], [14.2034, 15.2689, 8.9487], [14.6551, 13.9406, 8.8412], [13.8963, 12.5025, 9.9018], [12.7536, 11.9004, 8.4863], [11.6821, 12.7728, 8.2188], [10.8697, 12.5659, 7.1540], [11.0013, 11.4138, 6.3613], [11.9762, 10.4865, 6.6254], [12.9229, 10.6932, 7.6728], [13.8905, 9.8661, 7.8870], [12.2306, 9.2507, 5.6981], [11.1606, 9.2035, 4.6329], [12.3321, 7.8406, 6.3751], [13.5817, 9.4904, 4.9733], [10.0279, 13.7562, 6.8069], [9.0739, 13.5861, 5.5830], [9.1710, 14.3756, 8.0331], [10.9708, 14.9195, 6.4361], [15.5610, 13.6243, 7.7317], [15.7605, 12.3786, 7.4535], [16.1449, 14.7122, 7.0425], [15.7376, 16.0205, 7.2719], [17.1584, 14.4867, 5.9123], [18.2201, 13.4828, 6.4684], [17.8646, 15.8157, 5.4909], [16.4885, 13.7906, 4.7030], [14.7743, 19.9057, 8.5348], [15.1454, 18.9810, 7.0137], [16.2068, 18.8416, 8.4077], [14.0095, 18.9380, 10.4872], [15.5410, 17.8715, 10.4508], [13.9987, 17.1838, 10.7896], [12.5540, 18.9855, 8.4995], [12.2439, 17.3732, 8.9109], [12.7498, 17.9031, 7.1578], [13.4384, 15.4749, 9.6665], [11.6270, 13.6078, 8.8785], [10.4267, 11.2687, 5.4932], [10.1638, 8.9997, 5.0539], [11.5592, 8.4232, 3.9601], [11.0664, 10.0997, 4.0401], [11.6033, 7.8473, 7.2342], [13.3051, 7.8159, 6.9056], [12.0273, 7.0006, 5.8002], [13.4463, 10.3618, 4.3588], [13.7107, 8.6351, 4.3447], [14.4279, 9.6186, 5.6203], [8.3422, 12.8130, 5.7691], [9.6784, 13.3596, 4.6862], [8.4906, 14.4954, 5.3412], [8.3087, 13.7615, 8.1309], [8.9988, 15.4463, 7.9240], [9.7907, 14.2330, 8.8990], [11.5747, 14.5248, 5.5945], [11.7067, 15.2276, 7.1612], [10.4910, 15.8688, 6.1246], [16.0248, 16.7829, 6.5941], [18.8120, 13.9390, 7.2864], [19.0213, 13.3797, 5.7186], [17.8786, 12.4742, 6.7021], [18.3011, 16.2835, 6.3225], [17.1478, 16.4251, 4.9746], [18.6308, 15.6333, 4.7296], [16.2091, 12.7443, 4.8890], [17.2180, 13.7858, 3.8642], [15.5464, 14.3364, 4.3323], [18.2588, 11.5141, 10.5273], [19.2844, 10.1765, 9.3810], [20.6348, 10.2875, 9.4808], [21.5321, 9.4259, 8.8065], [21.0190, 8.4268, 8.0409], [19.6221, 8.3465, 7.9236], [19.1138, 7.2020, 7.1670], [17.7858, 7.1546, 6.8907], [16.8790, 8.0804, 7.3860], [17.2854, 9.2454, 8.1637], [18.7121, 9.2658, 8.4382], [21.0339, 11.0559, 10.0603], [22.6099, 9.5649, 8.9464], [21.5569, 7.5925, 7.5552], [19.6990, 6.5060, 6.6269], [17.4583, 6.2734, 6.3337], [15.8602, 7.7465, 7.1590]]
}